{"formula": "C6H15NO", "method": "wB97M-V/def2-TZVPD", "e_tot_ha": -367.55434, "total_charge": 0, "relative_energy_kj_mol": 202.0, "orbital_gap_ha": 0.310, "species": ["C", "H", "H", "H", "O", "H", "H", "H", "H", "H", "H", "C", "C", "H", "C", "N", "C", "H", "C", "H", "H", "H", "H"], "xyz": [[1.41150, -1.98073, 1.48345], [-0.35788, -1.90393, -0.17315], [1.73570, 0.82005, -1.42181], [0.90869, 1.96714, -2.53346], [-2.62673, 1.86614, 1.86493], [0.46884, -2.15415, 1.96127], [-2.31783, 0.96883, 1.66119], [1.47112, 2.42429, -0.85428], [2.19964, -0.55758, -0.03032], [2.17246, -1.75635, 2.23527], [-2.51651, -1.19580, -1.00779], [-0.74838, 0.04411, -0.82608], [1.07007, 1.66353, -1.50200], [-2.84806, 0.50414, -1.08085], [0.22029, -1.09184, -0.57612], [-0.26471, 1.32909, -0.98185], [1.28919, -0.80439, 0.51568], [1.88629, -2.82953, 0.99190], [-2.05670, -0.22692, -0.92151], [1.03243, 0.03877, 1.14687], [-1.87957, 2.31497, 2.28562], [-0.88878, 2.07833, -0.74577], [0.63892, -1.51815, -1.49120]]}

***

{"formula": "C32H36CdN3O4P3SSe2Te", "method": "wB97M-V/def2-TZVPD", "e_tot_ha": -8367.14811, "total_charge": 0, "orbital_gap_ha": 0.238, "species": ["H", "H", "O", "H", "H", "H", "H", "H", "H", "C", "C", "C", "H", "C", "H", "C", "H", "C", "C", "C", "C", "H", "H", "C", "C", "H", "H", "H", "C", "H", "S", "C", "C", "C", "C", "Se", "C", "H", "Se", "H", "H", "H", "H", "Te", "C", "H", "C", "C", "C", "Cd", "C", "H", "C", "P", "C", "H", "P", "C", "O", "C", "N", "H", "H", "C", "H", "C", "C", "N", "H", "H", "H", "H", "N", "C", "C", "H", "C", "H", "O", "H", "O", "P", "H"], "xyz": [[-1.13684, 3.75955, -3.82986], [-0.40250, -2.42314, 3.22927], [-1.04308, 2.61855, -5.54429], [0.55418, -3.99551, -1.81200], [-3.05114, 1.15966, -4.68321], [-1.39066, -4.12145, -4.06504], [2.43427, -0.06338, 6.47693], [1.35845, -3.64092, 4.41551], [-5.56728, -1.13675, 5.41108], [2.04544, -1.89600, 5.47767], [-3.64480, 1.17507, -6.74238], [1.69343, 2.53934, 2.58173], [4.85194, -1.69829, 2.99711], [-0.72448, 3.82079, -4.85677], [1.25489, 3.36058, -4.34971], [1.68856, -1.93751, 0.76389], [1.93558, -2.81222, -2.04252], [-2.80501, -0.68141, 3.55111], [2.21502, 3.65123, 3.22585], [-4.80164, -1.34260, 4.68200], [3.97329, -1.76750, 2.36041], [0.92687, 5.09740, -4.38545], [-0.12147, -3.83399, -5.36275], [-0.34446, 0.74529, 0.58054], [-4.88263, -2.48789, 3.88721], [-1.29989, 4.56564, -5.37812], [-3.40698, -0.44451, -5.34101], [-3.53543, 0.53849, -7.63330], [-3.74524, -0.46219, 4.53811], [1.07353, 4.13035, -5.91015], [0.19331, -2.26908, -3.58788], [0.72598, 4.13439, -4.87896], [-3.92983, -2.71059, 2.91441], [1.21268, -2.58570, 4.58718], [0.02226, -0.52818, 4.14235], [2.00035, 0.70225, -1.67062], [2.41265, -3.06197, 1.04934], [0.84836, -1.97014, 0.11449], [-1.61679, 2.33726, 4.31232], [0.97855, 1.86679, 3.07540], [1.91053, 3.86293, 4.24155], [0.59472, 1.18655, 5.24755], [-2.21393, -1.92080, 1.91864], [2.08615, -0.59292, -6.86094], [2.15801, -0.68750, 1.20313], [-3.17965, 2.14118, -6.94534], [3.49317, 4.21413, 1.26329], [-0.81832, -3.39069, -4.64863], [2.05519, 2.26534, 1.27953], [-0.56280, 0.88113, -2.63780], [0.82236, 0.14483, 5.07877], [3.22970, 2.86137, -0.37651], [3.11928, 4.47837, 2.59280], [1.43474, 0.77602, 0.42329], [3.53900, -2.98326, 1.87640], [2.08759, -4.02869, 0.67580], [-0.50635, 1.18677, -5.12281], [1.17371, -3.44098, -2.51362], [-0.82056, -1.56931, -2.72615], [0.21058, -1.90576, 3.90957], [-2.35069, 1.00908, -0.23199], [4.14917, 4.88681, 0.73125], [2.83270, -2.42884, 5.98799], [-2.97732, 0.52007, -5.56440], [-1.46818, -2.70182, -5.16021], [3.28231, -0.59248, 1.99098], [2.93753, 3.10017, 0.63235], [-1.07478, 1.01402, -0.53937], [3.61552, 5.30691, 3.06797], [-3.68727, 0.45722, 5.11505], [-3.96755, -3.56302, 2.24080], [-5.73272, -3.17214, 3.98928], [-2.48964, 0.77428, 1.02553], [1.83958, -0.55968, 5.73799], [-1.27421, 0.58688, 1.60952], [-4.70618, 1.31815, -6.51189], [-2.88765, -1.79035, 2.72625], [3.62608, 0.39003, 2.32926], [0.84335, 0.92624, -5.80481], [4.07842, -3.88063, 2.10691], [-1.58459, 0.26919, -5.82652], [-1.38065, 0.42511, 3.40916], [1.61425, -4.10562, -3.23956]]}

***

{"formula": "C6H8N2O", "method": "wB97M-V/def2-TZVPD", "e_tot_ha": -418.06487, "total_charge": 0, "relative_energy_kj_mol": 310.9, "orbital_gap_ha": 0.359, "species": ["N", "C", "H", "C", "N", "O", "H", "H", "C", "H", "H", "H", "H", "H", "C", "C", "C"], "xyz": [[-0.83891, 0.49179, -0.15983], [-1.95412, -1.35187, -0.37269], [1.66958, -0.42773, 1.71595], [2.20350, -0.83018, 0.72109], [-0.64784, -1.65771, -0.60800], [2.05213, 0.19332, -1.39836], [-2.67923, -2.15137, -0.25404], [1.99597, -2.14296, 0.89114], [-0.04334, -0.50844, -0.45961], [3.34401, -0.62466, 0.52206], [-0.08054, 2.17476, 1.11982], [0.37237, 2.02215, -0.71488], [-2.76378, 0.58411, -0.06371], [-1.53253, 2.58238, -0.31087], [1.50001, -0.22143, -0.45504], [-2.10601, -0.08630, -0.12250], [-0.49127, 1.95411, -0.05053]]}

***

{"formula": "C5H10N2O8", "method": "wB97M-V/def2-TZVPD", "e_tot_ha": -907.68396, "total_charge": 0, "relative_energy_kj_mol": 0.0, "orbital_gap_ha": 0.371, "species": ["C", "C", "N", "O", "H", "O", "C", "O", "C", "H", "H", "H", "O", "H", "O", "O", "N", "H", "H", "O", "H", "H", "O", "H", "C"], "xyz": [[0.48516, 0.29983, -0.00337], [0.90924, -1.03142, 0.79502], [-1.75859, -1.24229, -0.11663], [-1.34639, 2.25542, -0.81171], [-1.92773, -0.28750, 1.90131], [-1.80667, -1.56737, -1.24419], [1.03262, 1.52463, 0.63915], [-2.87569, 0.80012, -1.27876], [-1.20748, 0.19111, 0.20348], [2.00061, -0.87148, 0.99955], [1.66425, -2.64310, 0.08357], [-0.09035, -0.38434, -1.85165], [0.81523, -2.19028, -0.02535], [0.64357, 2.44335, 0.22250], [-2.22155, -1.79542, 0.86169], [-1.61965, 0.58413, 1.48086], [-1.81527, 1.17438, -0.77776], [0.04191, 1.68693, 2.22978], [2.06333, 1.37991, 0.41891], [2.03754, -0.41049, -1.83705], [0.47371, -1.28184, 1.68559], [1.93069, -1.40640, -1.95440], [0.98953, 1.54917, 1.99944], [0.81200, 1.06047, -2.08759], [0.76998, 0.16247, -1.53238]]}